Record 1
Density functional theory data (the ωB97M-V functional and the def2-TZVPD basis) for a molecular structure, C2H2F2LiORh in a non-equilibrium geometry.

Each line ends with the Löwdin charge.
CARTESIAN COORDINATES (ANGSTROEM)
F  2.5183  -0.5441  -0.5122  -0.4368
O  -0.5745  -0.0751  0.1829  -0.0532
Rh  1.2313  0.6327  -0.2974  1.8297
Li  2.8402  -2.2581  -0.6153  0.9281
C  -1.7058  -0.3646  -0.4999  -0.2351
C  -2.6712  -1.0952  0.0397  0.3633
H  -2.7978  -1.7051  -0.9552  0.2402
F  -2.3772  0.8590  -0.6672  0.1914
H  -2.4566  -1.7492  0.8825  0.1724

The maximum force comes out at 9.783 eV/A. The spin multiplicity is 6. The energy above the lowest of the compared OMol25 structures with the same formula, charge and spin is 0.0000 eV. The total charge is +3. The lowest unoccupied orbital energy (spin up / spin down) is -15.75 / -19.44 eV.

=====

Record 2
Density functional theory data (the ωB97M-V functional and the def2-TZVPD basis) for C2H2F2O3 in the gas phase in a non-equilibrium geometry.

Each line ends with the Löwdin charge.
CARTESIAN COORDINATES (ANGSTROEM)
O  1.2985  1.4446  0.2028  0.1886
C  1.1042  0.2976  -0.0181  -0.3907
F  1.9694  -0.3881  -0.7477  0.1681
C  -0.2427  -0.3844  0.2931  -0.5071
O  -0.5628  -0.6069  -1.2863  -0.0040
O  -1.1908  0.3216  0.8591  0.1546
F  -0.0414  -1.5744  0.8650  0.1463
H  -1.5008  -0.3302  -1.2083  0.0894
H  -0.8337  1.2202  1.0403  0.1548

The maximum force comes out at 5.389 eV/A. The energy above the lowest of the compared OMol25 structures with the same formula, charge and spin is 1.1831 eV. The SMILES is O=C(F)C(O)(O)F. The lowest unoccupied orbital energy is 0.41 eV.